No. 1
The following is a DFT calculation (ωB97M-V/def2-TZVPD) of C21H20ClIO4PRuS2 as an isolated structure.

CARTESIAN COORDINATES (ANGSTROEM)
Ru -0.04 0.04 -0.38
Cl 4.54 3.07 4.62
C 3.75 2.25 3.30
C 4.43 1.24 2.61
C 3.83 0.57 1.58
C 2.50 0.87 1.17
O 1.99 0.21 0.20
C 1.83 1.91 1.88
C 0.54 2.39 1.51
O -0.22 1.95 0.64
C 2.48 2.58 2.94
H 5.44 0.99 2.91
H 4.36 -0.20 1.03
H 0.18 3.26 2.07
H 1.95 3.38 3.45
I 0.87 0.69 -2.80
C -1.05 1.17 -3.47
C -1.25 1.57 -4.75
C -2.55 1.93 -5.16
C -3.58 1.90 -4.27
C -3.37 1.49 -2.92
C -4.44 1.48 -2.00
C -4.22 1.10 -0.71
C -2.93 0.70 -0.29
C -1.85 0.67 -1.14
C -2.07 1.10 -2.49
H -0.43 1.61 -5.46
H -2.72 2.24 -6.18
H -4.58 2.19 -4.57
H -5.42 1.79 -2.33
H -5.03 1.10 0.01
H -2.80 0.38 0.73
C -2.75 -5.00 0.11
C -1.33 -5.00 0.63
O -1.07 -3.78 1.38
P -0.27 -2.60 0.69
S -0.48 -0.94 1.77
S -0.78 -2.05 -1.16
O 1.23 -3.13 0.60
C 1.97 -3.37 1.82
C 2.28 -4.85 1.94
H -2.96 -5.94 -0.39
H -2.90 -4.18 -0.59
H -3.45 -4.88 0.94
H -0.60 -5.10 -0.18
H -1.16 -5.82 1.33
H 1.41 -3.01 2.68
H 2.88 -2.77 1.74
H 1.36 -5.43 2.04
H 2.89 -5.02 2.83
H 2.83 -5.20 1.07

Results
charge	0
2S+1	2
ΔE to the lowest compared entry with this formula, charge and spin	5.9	kcal per mole

natural (NBO) charges in e: 0.45 -0.01 -0.11 -0.18 -0.24 0.43 -0.70 -0.31 0.45 -0.56 -0.14 0.23 0.22 0.14 0.22 0.43 -0.10 -0.26 -0.22 -0.19 0.02 -0.22 -0.20 -0.24 -0.06 -0.18 0.22 0.22 0.21 0.21 0.21 0.22 -0.63 -0.07 -0.83 1.70 -0.38 -0.31 -0.83 -0.07 -0.63 0.22 0.23 0.22 0.19 0.19 0.19 0.20 0.21 0.22 0.22

***

No. 2
The following is a DFT calculation (ωB97M-V/def2-TZVPD) of C21H20Co2NO6 as an isolated structure at a distorted geometry.

CARTESIAN COORDINATES (ANGSTROEM)
O 4.56 2.52 -3.11
C 3.67 2.07 -2.53
Co 2.07 1.65 -1.67
C 1.56 3.34 -1.51
O 1.24 4.45 -1.43
C 1.32 1.18 -3.24
O 0.78 1.04 -4.26
C 2.43 0.36 -0.42
C 1.18 0.71 -0.27
C -0.13 0.60 0.36
C -1.18 0.28 -0.76
C -2.36 1.01 -0.88
C -3.36 0.55 -1.73
C -3.12 -0.53 -2.58
C -1.86 -1.12 -2.60
C -0.88 -0.70 -1.69
Co 3.29 -0.83 -1.90
C 4.96 -0.52 -2.31
O 6.08 -0.36 -2.59
C 2.54 -1.44 -3.36
O 2.08 -1.91 -4.32
C 3.29 -2.21 -0.86
O 3.20 -3.08 -0.10
H 3.20 0.45 0.38
H -0.31 1.57 0.75
H -2.46 1.99 -0.38
H -4.33 1.06 -1.73
H -3.91 -0.89 -3.24
H -1.63 -1.91 -3.31
H 0.13 -1.09 -1.78
C -2.69 -1.04 1.96
C -1.56 -0.07 2.37
C -2.00 1.38 2.36
C -1.10 -0.39 3.80
C 0.16 -1.23 3.70
C 0.80 -0.95 2.31
N -0.34 -0.36 1.48
H -3.57 -0.86 2.61
H -2.98 -0.89 0.91
H -2.36 -2.09 2.12
H -2.77 1.49 3.13
H -1.17 2.03 2.64
H -2.45 1.68 1.41
H -0.89 0.54 4.34
H -1.91 -0.88 4.35
H 0.84 -0.96 4.52
H -0.08 -2.30 3.82
H 1.61 -0.23 2.35
H 1.14 -1.91 1.86
H -0.69 -1.21 1.03

Results
charge	-1
ΔE to the lowest compared entry with this formula, charge and spin	83.7	kcal per mole

natural (NBO) charges in e: -0.56 0.55 -0.07 0.48 -0.59 0.44 -0.59 -0.47 -0.32 -0.08 -0.05 -0.18 -0.24 -0.23 -0.18 -0.23 -0.12 0.40 -0.61 0.39 -0.62 0.44 -0.65 0.18 0.21 0.20 0.20 0.21 0.22 0.28 -0.65 0.17 -0.64 -0.41 -0.43 -0.22 -0.39 0.23 0.25 0.21 0.22 0.23 0.24 0.21 0.22 0.23 0.21 0.25 0.25 0.44

***

No. 3
The following is a DFT calculation (ωB97M-V/def2-TZVPD) of C21H20CrF3N4O2 as an isolated structure at a distorted geometry.

CARTESIAN COORDINATES (ANGSTROEM)
Cr 0.28 0.16 0.08
C 0.49 -0.08 3.05
C 0.59 1.44 2.97
C -0.54 2.08 2.20
C -1.18 3.20 2.72
C -2.21 3.79 2.01
C -2.60 3.22 0.80
C -1.93 2.09 0.37
N -0.91 1.54 1.03
N 0.90 -0.77 1.81
C 2.36 -0.85 1.69
C 2.72 -1.27 0.28
C 3.92 -1.88 -0.06
C 4.12 -2.26 -1.38
C 3.11 -2.03 -2.31
C 1.95 -1.40 -1.90
N 1.77 -1.02 -0.63
C 0.33 -2.14 1.83
C -0.98 -2.17 1.11
C -1.96 -3.11 1.35
C -3.12 -3.09 0.59
C -3.25 -2.13 -0.40
C -2.22 -1.23 -0.60
N -1.11 -1.24 0.15
H -0.55 -0.35 3.26
H 1.11 -0.43 3.89
H 1.54 1.75 2.55
H 0.56 1.84 3.99
H -0.85 3.62 3.66
H -2.70 4.67 2.38
H -3.39 3.64 0.21
H -2.20 1.62 -0.57
H 2.79 -1.54 2.43
H 2.80 0.13 1.88
H 4.67 -2.05 0.69
H 5.04 -2.74 -1.67
H 3.23 -2.33 -3.34
H 1.15 -1.18 -2.58
H 0.24 -2.52 2.85
H 1.01 -2.82 1.30
H -1.82 -3.85 2.12
H -3.90 -3.81 0.77
H -4.14 -2.07 -1.01
H -2.25 -0.49 -1.40
F 2.36 3.55 -1.22
C 1.81 2.38 -1.28
F 2.64 1.49 -1.83
F 1.70 1.90 0.06
C 0.33 2.25 -1.89
O -0.16 3.16 -2.49
O -0.13 1.11 -1.58

Results
energy	-68718.2552	eV
charge	+2
2S+1	2

natural (NBO) charges in e: 1.36 -0.22 -0.46 0.25 -0.22 -0.09 -0.21 0.06 -0.53 -0.43 -0.27 0.21 -0.22 -0.08 -0.22 0.09 -0.52 -0.27 0.21 -0.21 -0.09 -0.21 0.06 -0.49 0.23 0.24 0.24 0.27 0.25 0.26 0.26 0.23 0.25 0.25 0.25 0.26 0.26 0.23 0.25 0.25 0.25 0.26 0.26 0.23 -0.25 0.88 -0.30 -0.36 0.71 -0.48 -0.70

***

No. 4
The following is a DFT calculation (ωB97M-V/def2-TZVPD) of C21H20F18NO5S as an isolated structure at a distorted geometry.

CARTESIAN COORDINATES (ANGSTROEM)
C -0.05 -0.22 4.57
C -0.98 -0.21 3.38
O -2.33 0.00 3.80
C -0.58 0.88 2.38
C -1.59 1.06 1.28
C -2.49 2.16 1.28
C -2.42 3.33 2.23
C -1.22 4.00 1.53
C -1.80 4.77 0.41
F -0.32 4.63 2.41
C -3.40 2.30 0.22
C -3.40 1.39 -0.84
N -2.53 0.37 -0.81
C -1.63 0.17 0.19
C -0.70 -1.00 0.03
C -0.20 -1.27 -1.40
C 0.36 -0.04 -2.11
F -0.63 0.46 -2.89
F 0.74 0.93 -1.25
C 1.53 -0.32 -3.10
F 1.20 -1.43 -3.82
F 1.62 0.71 -3.94
C 2.99 -0.47 -2.53
F 3.76 -1.00 -3.51
F 3.42 0.77 -2.27
C 3.32 -1.29 -1.24
F 2.55 -0.90 -0.21
F 4.59 -0.96 -0.92
C 3.33 -2.84 -1.40
F 4.52 -3.22 -1.89
F 2.38 -3.22 -2.28
C 3.08 -3.60 -0.07
F 1.83 -3.31 0.38
F 3.96 -3.14 0.83
C 3.18 -5.17 -0.14
F 3.97 -5.57 -1.14
F 3.73 -5.58 1.02
C 1.82 -5.90 -0.26
F 2.05 -7.16 -0.64
F 1.03 -5.33 -1.18
F 1.19 -5.93 0.91
H -0.55 -0.72 5.40
H 0.86 -0.79 4.38
H 0.20 0.79 4.89
H -1.00 -1.19 2.90
H -2.33 0.69 4.46
H 0.40 0.63 1.97
H -0.46 1.80 2.95
H -3.29 3.95 2.07
H -2.26 3.13 3.29
H -0.63 3.21 1.05
H -2.15 4.02 -0.32
H -0.99 5.27 -0.12
H -2.55 5.50 0.68
H -4.05 3.16 0.16
H -4.05 1.47 -1.70
H -2.52 -0.24 -1.60
H -1.24 -1.89 0.34
H 0.15 -0.91 0.69
H 0.57 -2.03 -1.31
H -0.96 -1.71 -2.04
O -1.22 4.61 -2.41
S -1.81 3.40 -3.06
O -2.78 3.81 -4.09
O -2.50 2.60 -1.96
O -0.71 2.59 -3.65

Results
energy	-93578.5613	eV
charge	-1

natural (NBO) charges in e: -0.64 0.10 -0.72 -0.45 -0.12 0.10 -0.48 0.22 -0.69 -0.39 -0.23 0.22 -0.51 0.32 -0.46 -0.46 0.64 -0.28 -0.32 0.59 -0.32 -0.27 0.58 -0.31 -0.28 0.59 -0.30 -0.30 0.59 -0.29 -0.30 0.58 -0.31 -0.29 0.56 -0.29 -0.30 0.92 -0.30 -0.30 -0.30 0.22 0.22 0.21 0.17 0.46 0.22 0.22 0.22 0.21 0.16 0.30 0.26 0.19 0.24 0.28 0.42 0.23 0.23 0.22 0.23 -1.09 2.58 -1.07 -1.10 -1.07